Entry 1:
A cluster of 3 separate species, C6H12O2 in total, computed with ωB97M-V/def2-TZVPD.

Values from the calculation:
- Charge: 0
- Orbital gap: 10.1 eV
- LUMO energy: 0.0323 hartree
- Energy: -10509.559 eV
- Energy relative to the best compared isomer or geometry (same formula, charge and spin): 2.7482 eV
- E_HOMO: -9.234 eV

The geometry in XYZ format:
```
20
Properties=species:S:1:pos:R:3:forces:R:3
O 0.837 1.894 -0.522 -0.715 0.218 -0.240
O 1.685 -1.266 1.755 -0.065 -0.163 0.167
C -1.289 2.753 0.196 0.093 -0.081 0.216
C -0.332 2.108 -0.751 0.506 0.548 -0.188
C 2.050 -1.506 -0.610 -0.266 -0.292 0.114
C 1.754 -0.772 0.663 0.633 1.321 -0.339
C -1.159 -0.908 0.518 -0.746 0.188 -0.231
C -1.306 -2.172 0.164 0.321 -0.009 0.012
H 1.400 -1.132 -1.400 -0.020 0.001 -0.092
H 3.076 -1.288 -0.903 0.103 0.046 -0.011
H -1.540 -2.939 0.884 -0.040 -0.064 0.158
H -1.341 -0.580 1.530 0.095 0.004 0.185
H -1.583 3.727 -0.202 -0.007 -0.019 -0.067
H -0.973 -0.118 -0.205 0.195 -0.339 0.054
H 1.690 0.356 0.504 -0.027 -1.135 0.454
H -1.102 -2.515 -0.838 -0.131 0.043 -0.225
H 1.920 -2.579 -0.481 0.041 -0.030 -0.029
H -0.756 1.906 -1.755 0.091 -0.214 -0.001
H -0.839 2.882 1.174 0.065 0.020 0.094
H -2.191 2.149 0.281 -0.125 -0.044 -0.032
```
Forces are in eV/Å.

In elementary charge units, the natural (NBO) charges are: number 1, O, carries -0.537; number 2, O, carries -0.542; number 3, C, carries -0.727; number 4, C, carries 0.443; number 5, C, carries -0.726; number 6, C, carries 0.438; number 7, C, carries -0.388; number 8, C, carries -0.373; number 9, H, carries 0.224; number 10, H, carries 0.238; number 11, H, carries 0.199; number 12, H, carries 0.202; number 13, H, carries 0.242; number 14, H, carries 0.174; number 15, H, carries 0.138; number 16, H, carries 0.189; number 17, H, carries 0.225; number 18, H, carries 0.109; number 19, H, carries 0.236; number 20, H, carries 0.236



Entry 2:
A structure of composition C3H3CsO3, computed with ωB97M-V/def2-TZVPD.

Values from the calculation:
- Charge: +1
- Orbital gap (alpha / beta): 7.8 / 8.6 eV
- LUMO energy (alpha / beta): -0.1376 / -0.1363 hartree
- Expectation value of S²: 0.849
- Energy: -9839.281 eV
- Energy relative to the best compared isomer or geometry (same formula, charge and spin): 2.8257 eV
- Multiplicity: 2
- E_HOMO (alpha / beta): -11.518 / -12.293 eV

The geometry in XYZ format:
```
10
Properties=species:S:1:pos:R:3:forces:R:3
Cs 4.138 0.018 0.678 -0.318 -0.014 -0.097
O -0.242 -0.677 -0.617 -1.846 0.812 1.713
O -1.076 2.290 0.268 1.734 -0.147 -1.837
O 1.231 2.310 0.281 0.051 -0.321 -1.537
C -1.542 -0.705 0.039 1.576 -0.724 -1.108
C 0.780 -1.450 -0.376 0.641 0.043 -0.977
C 0.083 2.272 0.062 -1.676 0.447 3.375
H -1.546 -1.186 1.018 -0.130 0.155 -0.583
H 0.539 -2.469 -0.749 -0.377 -0.215 0.739
H -2.364 -0.404 -0.604 0.347 -0.036 0.311
```
Forces are in eV/Å.

In elementary charge units, the natural (NBO) charges are: number 1, Cs, carries 0.990; number 2, O, carries -0.530; number 3, O, carries -0.481; number 4, O, carries -0.551; number 5, C, carries -0.041; number 6, C, carries 0.097; number 7, C, carries 1.032; number 8, H, carries 0.188; number 9, H, carries 0.090; number 10, H, carries 0.206



Entry 3:
An isolated molecule of CHF3N2, computed with ωB97M-V/def2-TZVPD.

Values from the calculation:
- Charge: 0
- Orbital gap: 12.1 eV
- LUMO energy: 0.0118 hartree
- Energy: -12181.213 eV
- Energy relative to the best compared isomer or geometry (same formula, charge and spin): 5.5725 eV
- E_HOMO: -11.733 eV

The geometry in XYZ format:
```
7
Properties=species:S:1:pos:R:3:forces:R:3
F -1.946 0.146 0.590 1.238 -0.221 -0.590
F -1.296 -0.996 -1.183 0.101 0.295 0.926
F 0.567 0.671 -1.161 -0.886 0.073 -0.256
N -0.929 -0.727 0.148 0.989 0.358 -0.728
N 1.262 0.061 0.891 -1.633 -0.012 0.300
C 0.387 0.059 0.001 -0.108 -0.074 0.633
H 1.955 0.786 0.714 0.298 -0.419 -0.285
```
Forces are in eV/Å.

In elementary charge units, the natural (NBO) charges are: number 1, F, carries -0.213; number 2, F, carries -0.222; number 3, F, carries -0.300; number 4, N, carries 0.290; number 5, N, carries -0.619; number 6, C, carries 0.686; number 7, H, carries 0.378



Entry 4:
A structure of composition C28H29FInN2Se4, computed with ωB97M-V/def2-TZVPD.

Values from the calculation:
- Charge: -1
- Orbital gap: 5.9 eV
- LUMO energy: 0.0813 hartree
- Energy: -301766.161 eV
- Energy relative to the best compared isomer or geometry (same formula, charge and spin): 0.0000 eV
- E_HOMO: -3.648 eV

The geometry in XYZ format:
```
65
Properties=species:S:1:pos:R:3:forces:R:3
In -0.535 -1.035 0.092 -0.308 0.369 0.005
Se -1.074 0.116 -2.395 -0.276 -0.027 0.172
Se 1.065 3.340 0.564 0.207 0.332 0.005
Se -1.069 2.494 -2.414 -0.016 -0.080 -0.052
Se -1.096 3.273 -0.223 -0.270 -0.081 0.033
F -4.331 -0.293 5.821 -0.217 -0.012 0.195
N 1.724 0.120 -0.443 0.607 0.015 0.265
N -4.089 0.261 -0.963 0.253 0.088 0.041
C -4.735 1.100 -2.005 -0.004 -0.082 0.158
C 2.871 -1.925 0.253 -0.130 -0.139 -0.104
C 0.657 -2.681 -0.731 -0.030 -0.192 -0.208
C -3.363 0.878 4.022 0.133 0.222 -0.313
C -4.795 -3.089 0.214 0.005 -0.047 0.116
C -1.336 -1.002 3.917 -0.052 -0.049 0.034
C 4.341 -0.437 2.122 -0.066 0.024 -0.037
C -3.346 -0.182 4.898 0.064 0.042 -0.113
C -2.344 0.982 3.070 -0.174 0.143 0.127
C -1.315 0.041 2.980 0.269 -0.028 -0.151
C -2.346 -1.124 4.871 0.431 -0.196 -0.158
C 3.419 0.192 1.296 0.080 0.013 0.074
C -3.843 -2.151 -0.190 0.080 0.128 0.271
C 2.690 -0.539 0.356 -0.199 0.219 -0.251
C -0.249 0.157 1.932 -0.368 -0.631 0.237
C 2.729 -3.740 -1.451 -0.069 0.047 -0.013
C -2.549 -2.113 0.374 -0.121 -0.329 0.133
C 3.815 -2.531 1.085 0.027 0.057 0.022
C -2.310 -3.071 1.383 -0.327 0.071 -0.211
C -4.499 0.671 0.411 -0.124 0.081 -0.413
C 2.025 -4.638 -2.245 -0.077 0.128 0.091
C -4.297 -1.195 -1.268 0.102 -0.096 0.212
C 4.551 -1.807 2.013 -0.054 0.038 -0.042
C -4.507 -4.026 1.198 0.003 0.064 -0.102
C -0.030 -3.610 -1.529 0.443 -0.036 0.023
C 0.636 -4.585 -2.275 -0.004 0.150 0.149
C 2.064 -2.776 -0.684 -0.054 -0.036 0.075
C -3.258 -4.008 1.796 0.151 0.178 -0.093
H -5.781 -3.087 -0.247 0.064 -0.002 0.035
H -3.020 -4.718 2.582 0.018 0.035 -0.046
H 2.559 -5.373 -2.837 -0.005 0.013 0.013
H -4.402 2.124 -1.884 0.032 0.101 0.053
H -5.360 -1.321 -1.461 -0.120 -0.002 -0.016
H -2.330 1.830 2.388 -0.014 -0.089 0.062
H -2.352 -1.939 5.588 0.005 0.086 -0.090
H 3.245 1.264 1.365 0.010 -0.154 0.009
H -0.535 -1.738 3.894 -0.111 0.063 0.021
H 5.269 -2.308 2.654 -0.062 0.035 -0.056
H -1.114 -3.577 -1.566 -0.024 0.012 0.001
H 3.816 -3.771 -1.434 -0.100 -0.033 0.030
H -3.057 0.399 -1.108 0.035 -0.009 0.128
H -3.745 -1.360 -2.188 0.134 0.030 -0.231
H -4.152 1.620 4.095 0.101 -0.072 -0.032
H -0.111 1.176 1.585 0.052 0.056 0.086
H 1.759 -0.119 -1.422 -0.030 -0.172 -0.192
H -4.406 1.753 0.487 0.054 -0.037 -0.033
H -5.818 1.024 -1.896 0.047 -0.017 -0.018
H 0.076 -5.292 -2.881 0.042 0.089 0.049
H -5.534 0.368 0.582 0.065 -0.007 -0.098
H 4.895 0.147 2.851 -0.057 -0.048 -0.083
H -1.337 -3.096 1.871 -0.024 -0.013 -0.038
H 0.712 -0.225 2.293 -0.086 0.140 0.106
H 1.744 1.139 -0.327 -0.182 -0.083 0.065
H 3.950 -3.603 1.012 -0.009 -0.019 0.005
H -5.251 -4.757 1.491 -0.012 0.027 0.017
H -3.857 0.202 1.136 0.216 -0.213 0.174
H -4.415 0.745 -2.978 0.043 -0.066 -0.093
```
Forces are in eV/Å.

In elementary charge units, the natural (NBO) charges are: number 1, In, carries 1.323; number 2, Se, carries -0.558; number 3, Se, carries -0.663; number 4, Se, carries -0.109; number 5, Se, carries -0.122; number 6, F, carries -0.345; number 7, N, carries -0.881; number 8, N, carries -0.456; number 9, C, carries -0.410; number 10, C, carries -0.136; number 11, C, carries -0.456; number 12, C, carries -0.294; number 13, C, carries -0.216; number 14, C, carries -0.149; number 15, C, carries -0.203; number 16, C, carries 0.356; number 17, C, carries -0.223; number 18, C, carries -0.026; number 19, C, carries -0.303; number 20, C, carries -0.270; number 21, C, carries -0.110; number 22, C, carries 0.255; number 23, C, carries -0.916; number 24, C, carries -0.234; number 25, C, carries -0.384; number 26, C, carries -0.186; number 27, C, carries -0.233; number 28, C, carries -0.420; number 29, C, carries -0.234; number 30, C, carries -0.231; number 31, C, carries -0.257; number 32, C, carries -0.239; number 33, C, carries -0.223; number 34, C, carries -0.227; number 35, C, carries 0.024; number 36, C, carries -0.200; number 37, H, carries 0.190; number 38, H, carries 0.203; number 39, H, carries 0.199; number 40, H, carries 0.239; number 41, H, carries 0.196; number 42, H, carries 0.223; number 43, H, carries 0.217; number 44, H, carries 0.235; number 45, H, carries 0.199; number 46, H, carries 0.202; number 47, H, carries 0.205; number 48, H, carries 0.203; number 49, H, carries 0.514; number 50, H, carries 0.242; number 51, H, carries 0.215; number 52, H, carries 0.267; number 53, H, carries 0.401; number 54, H, carries 0.226; number 55, H, carries 0.199; number 56, H, carries 0.199; number 57, H, carries 0.205; number 58, H, carries 0.205; number 59, H, carries 0.203; number 60, H, carries 0.227; number 61, H, carries 0.431; number 62, H, carries 0.205; number 63, H, carries 0.203; number 64, H, carries 0.265; number 65, H, carries 0.236



Entry 5:
An isolated molecule of CBrClFNO2, computed with ωB97M-V/def2-TZVPD.

Values from the calculation:
- Charge: 0
- Orbital gap (alpha / beta): 9.5 / 7.2 eV
- LUMO energy (alpha / beta): 0.0091 / -0.1516 hartree
- Expectation value of S²: 2.008
- Energy: -91896.850 eV
- Energy relative to the best compared isomer or geometry (same formula, charge and spin): 0.6742 eV
- Multiplicity: 3
- E_HOMO (alpha / beta): -9.245 / -11.375 eV

The geometry in XYZ format:
```
7
Properties=species:S:1:pos:R:3:forces:R:3
Br 1.327 0.809 0.532 0.675 1.696 -0.396
Cl 3.669 0.134 0.385 1.696 -0.512 -0.028
F -0.571 -0.747 1.425 -0.450 -0.862 1.318
O -0.701 0.232 -1.702 1.856 0.910 -3.596
O -2.264 -0.434 -0.470 -2.940 -1.543 0.849
N -1.158 -0.102 -0.679 1.464 1.407 2.606
C -0.303 0.108 0.509 -2.303 -1.095 -0.753
```
Forces are in eV/Å.

In elementary charge units, the natural (NBO) charges are: number 1, Br, carries 0.323; number 2, Cl, carries -0.149; number 3, F, carries -0.262; number 4, O, carries -0.351; number 5, O, carries -0.347; number 6, N, carries 0.475; number 7, C, carries 0.310



Question: Which of these has the highest charge?
Answer: C3H3CsO3



Question: Number 5 is which compound?
Answer: CBrClFNO2



Question: Which of these has the highest charge?
Answer: C3H3CsO3



Question: Among the records above, which one has the highest charge?
Answer: C3H3CsO3